This record from OMol25 describes a molecular structure, C22H36MgN2OS at a distorted geometry. The level of theory is the ωB97M-V functional and the def2-TZVPD basis.

HOMO level: -12.558 eV
HOMO-LUMO gap: 1.664 eV
charge: +2
DFT total energy: -44685.3492 eV

```
63
Properties=species:S:1:pos:R:3:forces:R:3
C -0.0142 6.5978 -0.2835 -0.09 -0.54 -0.19
C 0.2598 5.2098 0.2941 -0.18 0.23 0.04
C 0.3379 5.1888 1.8189 0.37 -0.89 -0.41
C 0.3744 3.7206 2.3571 -0.09 1.20 -0.53
C 1.7934 3.3249 2.6859 -0.15 -0.80 0.88
C 2.1021 1.8087 2.9005 -0.24 0.33 -0.66
C 1.0828 0.7977 2.3932 -0.17 -0.16 0.00
C -0.1280 0.6205 3.3446 0.01 0.40 -0.80
C -1.4971 0.7747 2.6525 -0.21 -0.12 0.27
C -2.5310 -0.2684 3.1189 0.44 -0.02 -0.28
C -2.6155 -1.5383 2.2721 -0.30 -0.04 -0.09
C -2.8449 -1.2935 0.7680 0.59 0.13 0.40
C -1.6112 -1.6544 -0.0556 -0.19 0.33 -0.31
C -1.7622 -1.2827 -1.5479 -0.07 -0.78 0.23
C -1.1427 -2.2923 -2.4799 0.08 -0.03 -0.39
C 0.1131 -2.8739 -2.2175 -0.15 -0.22 -0.38
C 0.7185 -3.8329 -3.0396 -0.27 0.43 0.13
C 2.0456 -4.3938 -2.6286 -0.06 -0.37 -0.10
O 2.6213 -5.2538 -3.5517 -0.01 0.13 -0.09
C 3.8593 -4.8300 -4.1121 -0.11 -0.19 0.12
C -0.0090 -4.2408 -4.2079 0.01 0.14 0.20
N 0.3361 -5.1507 -5.1159 0.17 -0.08 -0.17
S -0.8343 -5.1873 -6.2134 -0.06 -0.08 0.06
N -1.8423 -4.1039 -5.6114 0.05 0.05 -0.11
C -1.2706 -3.6362 -4.4942 -0.15 0.21 0.28
C -1.8364 -2.6673 -3.6372 0.36 -0.18 0.10
H 0.6239 7.3609 0.1467 0.07 0.16 0.05
H -1.0591 6.8446 -0.1213 -0.06 0.24 0.20
H 0.1217 6.5734 -1.3610 0.12 0.15 -0.11
H 1.1944 4.8151 -0.1283 0.14 -0.09 -0.03
H -0.5318 4.5411 -0.0422 -0.07 -0.14 -0.03
H 1.2807 5.6659 2.0833 -0.11 0.42 0.37
H -0.4891 5.7379 2.2502 -0.09 0.14 0.11
H -0.0631 3.0887 1.5933 -0.13 -0.29 0.03
H -0.2398 3.6769 3.2505 0.00 -0.31 0.19
H 2.0798 3.8512 3.5928 0.30 0.24 -0.06
H 2.4682 3.7691 1.9037 -0.15 0.39 -0.17
H 2.3580 1.5841 3.9304 0.18 0.11 0.12
H 3.0445 1.5955 2.3288 0.47 -0.62 0.31
H 0.7412 1.0734 1.3946 -0.05 0.11 -0.12
H 1.5769 -0.1649 2.2719 0.13 -0.07 0.04
H -0.0570 1.3839 4.1144 -0.01 -0.17 0.40
H -0.0687 -0.3643 3.7929 0.09 -0.06 0.27
H -1.9094 1.7554 2.8763 0.07 0.19 0.00
H -1.3792 0.7507 1.5704 -0.01 -0.10 -0.17
H -2.2578 -0.5600 4.1304 -0.24 0.04 0.26
H -3.5135 0.1919 3.1537 -0.15 0.05 0.04
H -3.4503 -2.1187 2.6592 -0.02 -0.12 0.10
H -1.7361 -2.1661 2.4188 0.19 -0.02 0.00
H -3.6820 -1.8875 0.4157 -0.20 0.06 -0.12
H -3.0699 -0.2361 0.6285 -0.28 0.05 -0.21
H -1.4539 -2.7259 0.0399 0.17 -0.16 0.02
H -0.7395 -1.1438 0.3558 0.17 -0.10 0.14
H -1.3565 -0.2926 -1.7494 0.00 0.17 -0.02
H -2.8245 -1.2637 -1.7790 -0.13 0.24 -0.09
H 0.6323 -2.5664 -1.3198 0.11 -0.03 0.08
H 2.7155 -3.5772 -2.3483 0.06 0.14 0.07
H 1.8453 -4.9655 -1.7099 0.05 0.03 0.16
H 4.6865 -5.1779 -3.4950 0.12 0.05 0.07
H 3.9388 -5.2861 -5.0915 0.00 -0.06 -0.12
H 3.9024 -3.7470 -4.2182 -0.01 0.13 -0.03
H -2.7991 -2.2488 -3.8856 -0.13 0.07 0.03
Mg 3.7655 2.6895 0.9382 -0.19 0.06 0.01
```
Positions in Å, forces in eV/Å.